Below is a molecular structure, C4H6O3Yb at a distorted geometry, with properties calculated with ωB97M-V/def2-TZVPD.

Cartesian coordinates (Å):
C1 3.76560 -3.04525 -0.17957
C2 2.69120 -2.47576 -0.24434
H1 4.69264 -3.59755 -0.09514
H2 1.73802 -1.67554 -0.32238
H3 2.48895 -3.70672 0.08361
Yb1 -2.20851 0.17099 -1.28240
O1 -0.93472 1.43789 0.33526
C3 0.10694 0.79519 0.07273
O2 0.01243 -0.33484 -0.51626
O3 1.29827 1.21339 0.44530
C4 1.41822 2.30844 1.37813
H4 2.48229 2.36601 1.62061
H5 1.07540 3.22606 0.89068
H6 0.83633 2.09298 2.27895

Cartesian forces, eV/Å:
C 0.2 -0.5 0.1
C -3.6 1.9 0.0
H 0.0 -0.1 0.0
H 3.1 -2.7 0.2
H 0.7 1.1 -0.3
Yb 0.5 0.2 0.5
O -1.9 -0.4 -1.0
C 4.8 0.7 1.8
O -1.7 0.6 -0.6
O -2.2 -1.8 -1.5
C 0.2 1.3 0.9
H -0.3 0.0 -0.2
H 0.2 -0.1 0.2
H 0.1 0.0 -0.2

Computed properties:
Net charge ... +3
2S+1 ... 2
F_max ... 5.14 eV Å⁻¹
ΔE to the lowest compared entry with this formula, charge and spin ... 175.7 kJ/mol
HOMO level (spin up / spin down) ... -22.82 / -22.64 eV